{"formula": "C25H37BNO4P", "method": "the ωB97M-V functional and the def2-TZVPD basis", "species": ["H", "N", "C", "C", "C", "C", "C", "C", "C", "C", "C", "C", "C", "C", "C", "C", "C", "C", "O", "C", "B", "O", "O", "C", "C", "C", "P", "C", "C", "C", "C", "C", "O", "H", "H", "H", "H", "H", "H", "H", "H", "H", "H", "H", "H", "H", "H", "H", "H", "H", "H", "H", "H", "H", "H", "H", "H", "H", "H", "H", "H", "H", "H", "H", "H", "H", "H", "H", "H"], "xyz": [[4.86, 0.27, 1.85], [4.20, 0.50, 1.09], [4.62, 1.52, 0.44], [5.96, 2.22, 0.84], [3.79, 2.02, -0.81], [2.62, 1.05, -1.11], [2.90, -0.07, -2.04], [4.29, -0.33, -2.68], [1.81, -0.99, -2.34], [0.45, -0.89, -1.81], [-0.63, -1.95, -2.20], [-0.06, -3.33, -2.74], [-0.84, -4.59, -2.15], [-2.35, -4.63, -2.56], [-0.07, -5.86, -2.75], [0.17, 0.24, -0.91], [1.26, 1.19, -0.54], [0.93, 2.33, 0.44], [1.67, 3.26, 0.70], [-0.46, 2.36, 1.17], [-0.70, 3.47, 2.32], [-1.25, 4.70, 1.89], [-0.38, 3.36, 3.67], [0.38, 2.18, 4.01], [-0.60, 0.98, 4.35], [-1.49, 1.52, 0.85], [-3.09, 1.73, 1.77], [-3.59, 0.20, 2.73], [-3.39, -1.18, 1.98], [-4.47, 2.38, 0.68], [-3.94, 2.94, -0.71], [-1.25, 0.49, -0.31], [-2.25, -0.07, -0.73], [6.55, 1.59, 1.56], [6.65, 2.37, -0.05], [5.82, 3.23, 1.32], [4.53, 2.00, -1.66], [3.48, 3.10, -0.70], [4.64, 0.60, -3.20], [4.21, -1.19, -3.41], [5.08, -0.65, -1.93], [2.04, -1.82, -3.06], [-1.38, -2.14, -1.38], [-1.24, -1.51, -3.04], [1.02, -3.51, -2.52], [-0.22, -3.37, -3.85], [-0.66, -4.64, -1.04], [-2.55, -4.41, -3.64], [-2.72, -5.69, -2.36], [-2.92, -3.98, -1.85], [0.51, -5.61, -3.68], [0.68, -6.29, -2.03], [-0.78, -6.71, -2.99], [-1.77, 5.10, 2.61], [1.19, 1.92, 3.28], [0.91, 2.42, 4.98], [-0.35, 0.56, 5.36], [-1.62, 1.45, 4.47], [-0.58, 0.15, 3.60], [-4.71, 0.30, 2.91], [-3.13, 0.11, 3.74], [-4.12, -1.31, 1.13], [-2.34, -1.32, 1.60], [-3.66, -1.99, 2.72], [-5.34, 1.67, 0.55], [-4.90, 3.28, 1.22], [-4.69, 3.63, -1.18], [-3.03, 3.58, -0.49], [-3.71, 2.06, -1.35]], "lowdin_charge": [0.0504, 0.1332, -0.3710, -0.0521, -0.0954, -0.0920, -0.1643, -0.0597, 0.0213, -0.0962, -0.1386, -0.1959, -0.3989, -0.0909, -0.1021, 0.0092, 0.0051, -0.2447, 0.0957, -0.0158, -0.6187, 0.1149, 0.0353, -0.2152, -0.0748, -0.2246, 1.0342, -0.4050, -0.1688, -0.3979, -0.1486, -0.2845, 0.0391, 0.0763, 0.0807, 0.0827, 0.1051, 0.1185, 0.0818, 0.0787, 0.0926, 0.1037, 0.1056, 0.1336, 0.0996, 0.1193, 0.1332, 0.0864, 0.0752, 0.0738, 0.0723, 0.0731, 0.0704, 0.1060, 0.1201, 0.1244, 0.0785, 0.0689, 0.0752, 0.0822, 0.0489, 0.0736, 0.0581, 0.0717, 0.0756, 0.0672, 0.0724, 0.0702, 0.0617], "charge": 0, "orbital_gap_ev": 6.83, "e_lumo_ha": -0.0309}